11
Properties=species:S:1:pos:R:3:forces:R:3:mulliken_charge:R:1 method="wB97M-V/def2-TZVPD" total_energy_ev=-7658.924
C -2.09391 -0.63584 0.10555 -0.0343 0.0146 0.0529 -0.710
C -1.29673 -0.85838 -1.09853 0.5385 -0.1324 -0.8292 0.351
N -0.64384 -1.00335 -2.04261 -0.6819 0.1329 0.9212 -0.417
N 3.20128 0.44544 1.08329 -0.2053 0.1109 -0.1193 -0.801
N 2.15875 0.73517 0.48318 -0.4219 0.0934 -0.1171 0.517
C 1.06242 0.91297 0.04277 0.6846 -0.0930 0.1901 -0.294
H -1.47226 -0.13987 0.85730 -0.0936 -0.0856 -0.1194 0.277
H -2.94926 0.00287 -0.12897 0.1203 -0.0953 0.0250 0.252
H -2.45636 -1.58715 0.50228 0.0694 0.1224 -0.0672 0.277
H 3.75566 1.29763 1.20073 -0.0422 -0.0648 -0.0099 0.242
H 0.74701 0.87422 -0.99105 0.0665 -0.0030 0.0728 0.306

11
Properties=species:S:1:pos:R:3:forces:R:3:mulliken_charge:R:1 method="wB97M-V/def2-TZVPD" total_energy_ev=-7660.436
C 1.00138 1.14271 0.44370 -0.0202 0.1695 0.0855 -0.727
N 1.14206 -0.24083 -0.01296 -0.0712 -0.2109 -0.0579 -0.296
C 0.36824 -1.19423 0.50994 -0.4446 -0.6523 0.3069 0.481
N -0.28360 -2.04349 0.96863 0.5818 0.8192 -0.4011 -0.558
C -2.03100 0.33533 -1.46653 -0.2985 -1.0491 0.5938 -0.239
N -2.24598 -0.64819 -0.86473 0.2744 1.0233 -0.6050 -0.148
H 0.11302 1.62864 0.02455 0.1384 -0.0789 0.0952 0.272
H 1.89732 1.68999 0.14160 -0.1586 -0.0592 0.0559 0.274
H 0.94445 1.14907 1.53395 -0.0048 0.0043 -0.1600 0.301
H 1.32133 -0.35458 -1.00157 -0.0321 -0.0357 0.0997 0.272
H -2.22721 -1.46442 -0.27658 0.0354 0.0698 -0.0131 0.369

11
Properties=species:S:1:pos:R:3:forces:R:3:mulliken_charge:R:1 method="wB97M-V/def2-TZVPD" smiles=Nc1ncc[nH]1 total_energy_ev=-7661.061
N -1.96845 -0.24850 0.05188 0.0110 -0.3238 0.7655 -0.441
C -0.62528 -0.41866 0.13361 2.0891 3.4306 -1.9620 0.399
N 0.05205 -1.47370 -0.08984 -3.1079 -0.3903 0.9616 -0.548
C 1.34861 -1.16913 -0.01263 2.0296 0.6523 -0.4425 -0.267
C 1.53393 0.18108 0.05551 1.9001 -1.0550 0.4621 -0.398
N 0.36993 0.87223 0.06361 -4.5913 -4.5367 -0.6301 -0.366
H -2.38967 -1.10925 -0.24404 -0.5507 0.0546 -0.1867 0.261
H -2.30833 0.61223 -0.32261 -0.1323 0.1160 -0.2324 0.229
H 1.93851 -2.06912 -0.06629 1.1145 0.6614 -0.0490 0.424
H 2.37864 0.80425 0.18123 1.1823 -0.1044 -0.0129 0.442
H 0.15531 1.40518 0.85429 0.0557 1.4953 1.3263 0.266

11
Properties=species:S:1:pos:R:3:forces:R:3:mulliken_charge:R:1 method="wB97M-V/def2-TZVPD" total_energy_ev=-7659.734
H -2.53410 -0.21350 0.18886 0.1005 -0.0671 -0.1626 0.258
N -1.56602 -0.51232 0.20590 0.2136 0.5681 0.2761 -0.644
C -0.74002 0.39056 -0.06787 0.0392 -0.7420 -1.1714 0.683
C -1.18835 1.84526 -0.77572 0.2852 -0.4274 1.6425 -0.193
N -1.15676 2.37926 0.27621 -0.1714 0.4558 -0.7164 -0.230
N 0.60626 0.25240 -0.13185 -0.1397 0.1418 0.1105 -0.231
C 1.23081 -1.03732 0.12295 0.0024 -0.0760 0.0723 -0.784
H 1.17024 1.08561 -0.12010 -0.1550 -0.0842 -0.0812 0.278
H 1.06919 -1.37120 1.15437 0.0216 0.0466 -0.1580 0.272
H 2.30469 -0.94281 -0.06607 -0.2511 0.0011 0.0479 0.325
H 0.81631 -1.79397 -0.55240 0.0546 0.1835 0.1403 0.265

11
Properties=species:S:1:pos:R:3:forces:R:3:mulliken_charge:R:1 method="wB97M-V/def2-TZVPD" total_energy_ev=-7661.527
C -1.19088 1.13031 0.51162 -0.1486 0.0136 -0.0017 -0.859
N 0.22639 0.84768 0.45487 0.1540 -0.2723 -0.1822 -0.453
C 0.66799 -0.20611 -0.09784 -0.0054 0.2679 0.1468 0.644
N 0.01536 -1.24483 -0.72949 -0.1159 -0.0098 0.0845 -0.453
C 2.12582 -0.32609 -0.13616 1.0880 -0.0489 -0.0113 0.104
N 3.27904 -0.40427 -0.16588 -1.1279 -0.0117 0.0029 -0.381
H -1.31342 2.13204 0.93181 -0.0561 -0.1947 -0.0780 0.276
H -1.66314 1.12073 -0.48130 0.0848 -0.0726 0.0946 0.327
H -1.73742 0.43185 1.16231 0.1156 0.0107 -0.1099 0.306
H -0.96085 -1.40172 -0.53021 0.0965 0.1426 0.0169 0.232
H 0.55111 -2.07959 -0.91975 -0.0850 0.1753 0.0373 0.257

11
Properties=species:S:1:pos:R:3:forces:R:3:mulliken_charge:R:1 method="wB97M-V/def2-TZVPD" smiles="[H]/N=C/N(C)C#N" total_energy_ev=-7660.239
H -2.03092 1.63068 0.71857 -0.1786 0.7543 0.2511 0.232
N -1.44408 0.85680 0.48677 -0.2406 0.6778 -0.2843 -0.530
C -0.27608 1.14364 0.12748 0.1205 -2.4734 0.5038 -0.040
N 0.47368 -0.12835 -0.25409 -2.7551 5.5032 0.4310 -0.114
C -0.27538 -1.32185 -0.16940 -0.5580 0.6449 -2.6399 -0.857
C 1.73787 0.00562 -0.22332 2.0656 -0.4539 -0.3369 0.458
N 2.87473 0.12116 -0.25374 1.7050 0.2387 0.1100 -0.481
H 0.21167 2.14225 0.21817 0.1694 -1.1155 -0.5785 0.359
H -0.02671 -1.70916 0.77777 -0.6139 -1.4095 0.9937 0.344
H -1.29190 -0.87917 -0.35427 0.5689 -1.6433 0.7579 0.282
H 0.04711 -1.86161 -1.07395 -0.2832 -0.7234 0.7921 0.347

11
Properties=species:S:1:pos:R:3:forces:R:3:mulliken_charge:R:1 method="wB97M-V/def2-TZVPD" total_energy_ev=-7656.678
C -1.64302 -0.31815 -0.27030 -0.0099 0.0321 -0.0288 -1.051
C -0.37347 0.42494 -0.24690 0.0203 0.1982 -0.0477 0.490
N 1.55715 -0.58612 1.59207 0.1856 -0.0719 -0.9089 -0.519
N 1.73098 -0.65821 0.42138 -0.0430 -0.0419 0.9373 0.194
N 1.00457 0.18509 -0.69755 0.0090 -0.1282 -0.1188 -0.481
C 0.44623 1.38671 -0.06560 -0.2060 0.1109 0.0759 -0.158
H -1.77084 -0.89260 0.65401 0.0454 0.1138 -0.1460 0.277
H -2.48216 0.37397 -0.38171 0.1015 -0.1203 0.0937 0.276
H -1.63859 -1.01340 -1.11292 -0.0224 0.0544 0.0744 0.328
H 2.38797 -1.27747 -0.08987 -0.0163 0.0204 0.0888 0.296
H 0.78118 2.37524 0.19737 -0.0641 -0.1674 -0.0198 0.347

11
Properties=species:S:1:pos:R:3:forces:R:3:mulliken_charge:R:1 method="wB97M-V/def2-TZVPD" total_energy_ev=-7637.323 charge=+2
C 0.98559 0.17454 -0.61913 -1.2928 -0.7820 1.1666 -0.101
C 1.40676 0.18104 1.57871 -1.2332 0.0812 -0.3017 0.343
C -0.49308 0.04291 -0.23941 -1.5576 -1.7314 0.3724 0.738
N 1.76626 0.28509 0.41944 0.8743 0.3667 0.2186 0.052
N -0.66231 -0.15032 1.02873 -0.0712 0.8233 0.5726 -0.463
N -1.37895 -0.21163 -1.23575 0.8422 1.2038 0.1817 -0.330
H 1.46212 0.01043 -1.55020 0.1042 0.1607 -1.4858 0.443
H 1.92466 0.24824 2.55455 -0.8197 -0.2451 0.2532 0.407
H -1.65247 -0.32903 1.47424 2.4922 0.4304 -0.7848 0.349
H -0.96304 -0.24129 -2.14316 -0.0513 0.0842 -0.8860 0.248
H -2.39554 -0.00999 -1.26802 0.7130 -0.3917 0.6931 0.316

11
Properties=species:S:1:pos:R:3:forces:R:3:mulliken_charge:R:1 method="wB97M-V/def2-TZVPD" total_energy_ev=-7637.712 charge=+2
C -1.52522 0.45298 0.02369 -0.8642 5.3898 4.2066 -0.108
C 0.04269 1.50268 1.39511 2.9619 1.5897 1.2147 0.156
C -0.21084 -0.15094 -0.13853 1.3059 -0.6112 -0.8856 0.677
N -1.24406 1.64114 1.26229 -2.8743 -4.1568 -4.6154 -0.171
N 0.67733 0.52973 0.69371 -2.2752 0.2098 -0.3605 -0.037
N 0.09784 -1.07682 -0.99569 0.9818 -1.7188 -0.8693 -0.269
H -2.50237 0.57542 -0.53951 1.2368 -0.6486 0.5957 0.395
H 0.69166 2.27623 2.05733 -1.5663 -1.9128 -1.4405 0.382
H 1.60115 0.32142 0.90865 2.3216 -0.8582 0.0684 0.220
H -0.62347 -1.63209 -1.60392 1.1552 1.5311 1.3158 0.372
H 1.12285 -1.48300 -1.16990 -2.3833 1.1861 0.7700 0.383

12
Properties=species:S:1:pos:R:3:forces:R:3:mulliken_charge:R:1 method="wB97M-V/def2-TZVPD" smiles=Nc1nc(O)c[nH]1 total_energy_ev=-9709.728
N -1.95441 -0.66740 0.96455 0.0805 0.1829 -0.1405 -0.503
C -0.70311 -0.27510 0.47114 0.0232 0.4218 -0.4226 0.270
N 0.41092 -0.97421 0.49118 -0.2251 0.2317 -0.4468 -0.619
C 1.31036 -0.20387 -0.21746 -0.1549 0.1382 -0.3702 0.478
O 2.49636 -0.64127 -0.71391 0.3044 -0.2028 0.3960 -0.518
C 0.77980 0.98235 -0.59404 0.1454 -0.1127 -0.1289 -0.499
N -0.53750 0.92142 -0.18471 0.0113 -0.0035 0.2845 -0.051
H -2.26706 -1.55046 0.56801 0.2272 0.1566 0.2112 0.246
H -2.64437 0.04948 0.76444 0.0273 -0.2393 0.1377 0.247
H 3.04048 -1.04337 -0.03010 -0.1240 -0.1281 0.1312 0.362
H 1.17974 1.78804 -1.18396 -0.0144 -0.0188 0.0793 0.398
H -1.15889 1.70134 -0.33034 -0.3009 -0.4260 0.2689 0.187